(1)
This record from the Open Molecules 2025 dataset describes a structure of composition C29H23Cl2N12O3PTa at a distorted geometry. The level of theory is ωB97M-V with the def2-TZVPD basis set.

The geometry in XYZ format:
```
71
Properties=species:S:1:pos:R:3:forces:R:3:lowdin_charge:R:1
Ta 0.0511 -1.1784 0.0554 0.306 -0.225 1.071 1.5890
O 3.0065 -1.4693 1.4793 0.002 0.040 -0.236 -0.0911
N 2.4290 -0.2909 0.9594 0.100 -0.529 0.456 -0.1332
C 3.1451 0.6957 1.3036 -0.306 0.415 -0.436 -0.0485
C 2.9198 2.0645 0.8250 0.033 -0.291 0.271 -0.1862
C 3.9178 2.9786 1.1524 0.075 0.111 0.037 -0.0148
C 3.8673 4.2855 0.6984 0.037 -0.043 0.024 -0.0365
C 2.8029 4.6890 -0.0896 -0.063 0.012 -0.012 -0.0328
C 1.7960 3.7890 -0.4060 0.053 0.034 -0.004 -0.0731
C 1.8405 2.4682 0.0389 -0.031 0.016 -0.190 -0.2873
P 0.3836 1.4815 -0.4468 -0.028 -0.151 0.014 1.0540
C 0.3807 1.4203 -2.2520 -0.043 0.112 -0.069 -0.4049
C 1.5117 1.7369 -2.9978 0.040 -0.046 -0.053 -0.0887
C 1.5047 1.5529 -4.3740 0.008 -0.002 0.041 -0.0518
C 0.3785 1.0499 -5.0088 -0.019 -0.003 0.009 -0.0480
C -0.7530 0.7313 -4.2686 0.034 0.007 0.001 -0.0456
C -0.7507 0.9142 -2.8958 0.007 -0.003 -0.057 -0.1344
C -0.9201 2.6049 0.1043 -0.029 0.028 -0.011 -0.3953
C -1.9356 3.0535 -0.7295 -0.102 0.033 0.034 -0.0765
C -2.9003 3.9236 -0.2313 0.052 -0.030 -0.010 -0.0554
C -2.8412 4.3469 1.0858 0.010 0.001 0.023 -0.0548
C -1.8144 3.9088 1.9168 -0.045 -0.005 -0.030 -0.0569
C -0.8597 3.0378 1.4304 0.002 0.035 0.040 -0.1072
H 3.0155 -2.0691 0.7138 -0.006 0.045 0.073 0.0538
H 4.0237 0.5005 1.9109 0.064 0.016 -0.044 0.1488
H 4.7477 2.6515 1.7669 -0.014 0.014 -0.010 0.1222
H 4.6540 4.9811 0.9575 -0.017 -0.010 0.005 0.1192
H 2.7413 5.7076 -0.4488 0.007 -0.015 -0.011 0.1200
H 0.9574 4.1278 -1.0018 0.004 -0.011 -0.002 0.1231
H 2.4044 2.1117 -2.5139 -0.016 0.004 -0.006 0.1079
H 2.3877 1.7978 -4.9491 -0.009 0.004 0.001 0.1148
H 0.3806 0.9048 -6.0810 0.004 -0.003 0.014 0.1160
H -1.6349 0.3381 -4.7577 0.012 0.000 0.006 0.1179
H -1.6421 0.6718 -2.3328 -0.008 -0.027 -0.001 0.0736
H -1.9786 2.7502 -1.7663 -0.012 0.039 0.021 0.0958
H -3.6928 4.2716 -0.8805 0.008 -0.007 0.006 0.1137
H -3.5950 5.0223 1.4691 0.015 -0.014 -0.002 0.1139
H -1.7691 4.2370 2.9467 -0.001 -0.001 -0.016 0.1140
H -0.0733 2.6848 2.0889 -0.012 0.003 -0.023 0.1160
N -3.2946 -1.0258 -1.4673 0.055 0.024 0.033 0.1773
C -3.0808 -0.3761 -0.2894 -0.119 -0.170 -0.286 -0.4504
N -4.0196 0.1792 0.4277 0.050 0.249 0.459 0.1037
N -3.3660 0.6424 1.5238 -0.068 -0.071 -0.306 0.0182
N -2.1200 0.4021 1.4616 -0.146 -0.003 -0.093 -0.0368
N -1.8697 -0.2600 0.2713 0.281 0.201 0.181 -0.1567
C -2.3837 -1.9194 -1.9401 -0.141 0.223 0.096 -0.4559
N -2.6236 -2.7179 -2.9372 0.342 -0.377 -0.255 0.0918
N -1.4574 -3.4058 -3.1051 -0.224 0.265 0.068 0.0012
N -0.5679 -3.0298 -2.2938 -0.337 0.125 -0.095 -0.1135
N -1.1169 -2.0288 -1.4725 0.211 -0.419 0.036 -0.1610
H -4.2420 -1.0957 -1.8089 -0.005 -0.022 0.018 0.1701
N -0.5958 -7.6824 -0.7146 0.018 0.028 0.038 0.1951
C -0.1837 -6.8151 -0.0858 0.071 0.153 0.071 -0.1535
C 0.3326 -5.7240 0.7058 -0.091 -0.223 -0.193 -0.1723
C 0.7195 -5.9121 2.0218 0.011 -0.138 0.099 0.0295
C 1.2159 -4.8251 2.7174 0.067 0.018 0.014 0.0005
C 1.2735 -3.5966 2.0952 0.013 -0.053 -0.120 -0.1226
N 0.8867 -3.4009 0.8175 -0.404 0.051 0.101 -0.0401
C 0.4348 -4.4631 0.1370 0.316 0.158 -0.091 -0.0623
H 0.6380 -6.8887 2.4811 0.006 0.022 -0.005 0.1385
H 1.5542 -4.9209 3.7394 -0.011 0.015 -0.006 0.1261
H 1.6404 -2.7292 2.6191 -0.029 -0.012 0.051 0.1047
H 0.1708 -4.3088 -0.8993 -0.049 0.019 -0.003 0.0842
Cl -0.2568 -0.8498 4.9907 -0.009 -0.037 -0.086 0.6352
C -1.4054 -1.5745 3.8578 0.155 -0.040 0.155 -0.4754
C -0.8743 -1.7047 2.4703 0.427 0.446 -0.360 -0.6804
O -1.3966 -2.4389 1.6310 -0.060 0.074 -0.223 0.0083
O 0.1690 -0.9985 2.0571 -0.677 -0.113 0.324 -0.2610
H -2.2940 -0.9481 3.7985 -0.026 0.020 0.006 0.0900
H -1.6853 -2.5637 4.2105 -0.055 -0.007 0.022 0.0990
Cl 1.7119 -1.5033 -1.4920 0.315 0.041 -0.577 0.2781
```
Positions in Å, forces in eV/Å.

Summary:
ΔE to the lowest compared entry with this formula, charge and spin = 19.28 kcal per mole
orbital gap = 7.13 eV
net charge = +1

***

(2)
This record from the Open Molecules 2025 dataset describes a structure of composition C29H23Cl2N8PV. The level of theory is ωB97M-V with the def2-TZVPD basis set.

The geometry in XYZ format:
```
64
Properties=species:S:1:pos:R:3:forces:R:3:mulliken_spin:R:1
V 0.0866 -0.2190 -1.0737 -0.153 -0.096 0.097 1.0262
N -1.9371 1.5649 -4.2872 -0.069 -0.015 0.006 0.0096
C -1.9330 0.5795 -3.3939 0.071 0.056 0.002 -0.0077
N -0.8957 0.7596 -2.5879 -0.060 0.058 -0.080 0.0190
C -0.2833 1.8992 -3.0642 -0.020 0.027 -0.042 -0.0054
N -0.9091 2.4199 -4.1164 0.007 -0.032 0.072 0.0140
C 0.9114 2.2730 -2.3932 -0.053 0.035 0.073 0.0519
C 1.6034 3.4627 -2.6063 -0.033 -0.067 -0.084 -0.0065
N 2.6961 3.8163 -1.9679 0.038 -0.030 0.052 0.0472
C 3.1093 2.8831 -1.0583 0.044 0.041 0.009 0.0143
C 2.4744 1.7133 -0.8022 -0.065 -0.123 0.015 0.0255
N 1.3026 1.3249 -1.4398 0.054 0.216 0.016 -0.0028
H -2.5838 1.7053 -5.0437 0.008 0.023 -0.001 -0.0004
H -2.6394 -0.2312 -3.3583 -0.002 0.000 -0.002 -0.0028
H 1.2081 4.1452 -3.3535 0.007 0.008 0.001 -0.0015
H 4.0100 3.1157 -0.5024 0.003 0.017 -0.005 0.0008
H 2.8586 1.0408 -0.0484 0.006 0.011 -0.002 0.0070
N 0.3071 -0.4731 2.0513 -0.057 0.100 -0.034 -0.0066
P -0.5816 0.6040 1.0443 0.151 0.042 0.052 -0.0163
C -0.0032 2.2541 1.5191 -0.008 -0.019 0.050 -0.0188
C -0.3520 3.2905 0.6538 -0.003 0.047 -0.021 0.0015
C 0.1181 4.5738 0.8747 -0.032 -0.034 -0.019 0.0013
C 0.9510 4.8292 1.9567 0.014 0.012 -0.007 -0.0028
C 1.3167 3.7994 2.8096 -0.001 -0.011 -0.002 0.0008
C 0.8456 2.5112 2.5892 0.002 0.004 0.004 -0.0048
C -2.2567 0.4732 1.7092 -0.044 -0.044 -0.058 -0.0377
C -2.7018 1.2317 2.7892 -0.003 0.006 -0.009 -0.0022
C -3.9895 1.0533 3.2739 0.020 0.022 0.003 0.0004
C -4.8328 0.1245 2.6803 0.000 -0.011 -0.004 -0.0004
C -4.3943 -0.6275 1.5981 -0.007 0.012 0.010 0.0071
C -3.1099 -0.4520 1.1070 0.005 -0.015 0.025 0.0301
C 1.3199 -1.2388 1.5222 0.147 -0.044 -0.016 0.0094
C 2.0492 -2.1546 2.2910 -0.049 0.033 0.033 -0.0043
C 3.0526 -2.8747 1.6859 0.001 0.012 -0.033 0.0020
C 3.3370 -2.6786 0.3330 -0.025 0.020 0.067 -0.0026
C 2.5747 -1.7654 -0.3527 0.002 -0.042 0.046 0.0038
N 1.5865 -1.0643 0.2253 -0.041 0.071 -0.016 -0.0323
H 0.0285 -0.6623 3.0009 0.012 -0.013 0.002 0.0008
H -0.9692 3.0804 -0.2150 0.009 0.015 0.016 -0.0001
H -0.1437 5.3676 0.1878 0.010 0.009 0.003 0.0004
H 1.3323 5.8288 2.1196 0.002 -0.001 0.003 -0.0002
H 1.9804 3.9936 3.6423 0.003 0.004 0.000 0.0004
H 1.1578 1.7056 3.2424 -0.012 -0.009 0.001 -0.0010
H -2.0488 1.9691 3.2408 0.006 -0.002 -0.004 0.0001
H -4.3354 1.6448 4.1117 -0.005 -0.003 0.001 0.0000
H -5.8374 -0.0097 3.0606 0.000 -0.004 -0.005 0.0000
H -5.0534 -1.3502 1.1349 0.000 0.000 0.000 0.0002
H -2.7515 -1.0385 0.2679 0.017 0.005 0.002 0.0029
H 1.8079 -2.2897 3.3367 0.008 -0.010 -0.001 0.0003
H 3.6194 -3.5938 2.2629 -0.004 0.002 0.005 0.0002
H 4.1169 -3.2286 -0.1715 0.003 -0.001 0.003 0.0000
H 2.7212 -1.5703 -1.4089 0.000 -0.022 -0.003 -0.0050
Cl 0.8040 -2.5411 -3.8503 -0.028 0.020 -0.055 -0.0009
C 0.3307 -3.6504 -2.6000 -0.005 -0.065 0.001 -0.0335
C 0.6245 -4.9922 -2.7606 -0.005 0.044 -0.008 0.0092
C 0.3052 -5.8960 -1.7594 0.001 -0.016 0.016 -0.0200
C -0.3035 -5.4414 -0.5982 -0.006 0.016 0.001 0.0106
C -0.5977 -4.0995 -0.4590 0.040 0.001 -0.055 -0.0204
Cl -1.3481 -3.5622 1.0188 -0.018 0.004 0.016 -0.0012
C -0.3061 -3.1339 -1.4496 -0.161 0.072 0.200 0.0463
N -0.5427 -1.8141 -1.2731 0.277 -0.324 -0.331 -0.1036
H 1.1134 -5.3176 -3.6687 -0.002 -0.005 0.001 0.0002
H 0.5347 -6.9457 -1.8805 -0.004 0.000 0.005 -0.0018
H -0.5552 -6.1218 0.2040 0.003 -0.009 -0.007 0.0002
```
Positions in Å, forces in eV/Å.

Summary:
ΔE to the lowest compared entry with this formula, charge and spin = 0.00 kcal per mole
orbital gap (spin up / spin down) = 5.46 / 5.46 eV
spin multiplicity = 2
net charge = 0

***

(3)
This record from the Open Molecules 2025 dataset describes a structure of composition C29H24AsF5O2S2Se2W at a distorted geometry. The level of theory is ωB97M-V with the def2-TZVPD basis set.

The geometry in XYZ format:
```
66
Properties=species:S:1:pos:R:3:forces:R:3:mulliken_spin:R:1
W 0.2208 -0.8518 0.1418 -0.214 -0.861 0.596 1.7698
O -1.3963 -1.7359 1.5858 0.173 0.133 -0.188 0.0112
C -1.7065 -1.2456 2.9055 -0.028 -0.100 -0.029 -0.0024
C -1.7294 0.2761 3.0135 0.048 0.070 -0.017 0.0042
C -2.5963 0.5793 4.2483 -0.024 0.180 0.070 0.0009
O -2.6893 1.9621 4.5487 0.022 -0.135 -0.046 -0.0001
C -0.3326 0.8732 3.2348 -0.041 -0.006 0.055 0.0099
Se 1.1521 -0.0443 2.3510 0.198 0.101 0.214 0.0961
C -2.4005 0.9031 1.7960 -0.166 -0.063 0.038 0.0366
Se -1.3354 1.1109 0.1647 0.183 0.338 -0.090 0.0154
H -2.1884 -1.7611 1.0297 -0.022 -0.022 0.021 -0.0048
H -0.9544 -1.6712 3.5669 0.031 -0.006 -0.003 -0.0043
H -2.6814 -1.6607 3.1732 -0.014 0.014 0.008 -0.0024
H -2.2003 0.0263 5.1097 0.002 -0.037 -0.006 0.0004
H -3.6191 0.2397 4.0761 -0.032 0.029 -0.007 0.0003
H -1.8065 2.2825 4.7625 -0.014 0.031 0.018 -0.0002
H -0.0764 0.8477 4.2974 -0.009 -0.005 0.015 -0.0017
H -0.3149 1.9108 2.9005 -0.027 0.024 0.015 -0.0018
H -2.6905 1.9217 2.0460 -0.052 0.003 0.039 0.0050
H -3.3084 0.3556 1.5286 -0.012 -0.015 0.047 0.0028
F 3.3229 -6.7995 2.3067 -0.022 0.029 -0.009 0.0002
C 3.1632 -5.5732 1.8088 -0.015 -0.140 0.048 0.0043
C 1.8964 -5.0753 1.5691 -0.014 -0.016 0.022 0.0028
F 0.8215 -5.8170 1.8374 -0.004 0.032 -0.012 0.0004
C 1.7706 -3.8015 1.0567 -0.263 0.032 0.058 0.0151
F 0.5186 -3.3282 0.8406 0.126 -0.190 0.008 -0.0086
C 2.8407 -2.9819 0.7631 -0.036 0.308 -0.074 0.0118
S 2.6665 -1.3846 0.0370 -0.229 -0.157 -0.132 0.0277
C 4.0975 -3.5133 1.0163 0.231 -0.020 0.013 0.0054
F 5.1916 -2.7936 0.7555 -0.037 -0.013 0.004 0.0013
C 4.2649 -4.7873 1.5299 0.111 0.086 -0.028 -0.0019
F 5.4888 -5.2638 1.7590 -0.026 0.016 -0.007 0.0001
S -1.1898 -2.1702 -1.3248 0.109 0.080 -0.103 -0.0231
C -1.4988 -1.2248 -2.7951 -0.122 -0.122 -0.031 0.0332
C -2.5656 -1.5983 -3.6130 -0.018 0.015 -0.035 0.0050
C -2.7897 -0.9433 -4.8128 0.031 -0.015 0.037 -0.0010
C -1.9421 0.0778 -5.2303 -0.007 -0.024 0.012 0.0009
C -0.8797 0.4541 -4.4246 -0.130 -0.041 -0.065 0.0038
C -0.6812 -0.1757 -3.2015 0.068 0.068 0.031 -0.0081
As 0.8000 0.2318 -2.0464 0.024 0.279 -0.385 -0.0165
C 2.2712 -0.3028 -3.1674 0.051 0.002 -0.025 0.0198
C 2.4720 -1.6613 -3.3967 0.085 0.048 -0.104 -0.0023
C 3.4552 -2.0659 -4.2849 0.000 0.001 0.021 -0.0011
C 4.2418 -1.1211 -4.9356 -0.027 -0.011 0.017 -0.0019
C 4.0350 0.2294 -4.7071 -0.018 0.008 0.020 0.0017
C 3.0430 0.6436 -3.8239 0.146 -0.078 -0.097 -0.0020
C 0.9810 2.1449 -1.9573 0.023 0.032 0.006 -0.0126
C 2.1048 2.6411 -1.3008 -0.007 0.110 0.016 -0.0008
C 2.2612 4.0085 -1.1372 -0.033 -0.005 -0.012 0.0013
C 1.2903 4.8805 -1.6161 0.013 -0.020 0.009 -0.0015
C 0.1639 4.3831 -2.2524 -0.018 -0.037 -0.007 0.0031
C 0.0038 3.0123 -2.4213 0.022 0.142 -0.025 0.0014
H -3.2103 -2.4116 -3.3041 0.006 0.012 -0.006 0.0008
H -3.6232 -1.2439 -5.4351 0.011 0.012 0.002 -0.0003
H -2.1062 0.5690 -6.1803 0.007 0.003 0.009 0.0003
H -0.2029 1.2323 -4.7554 0.028 0.023 0.029 -0.0002
H 1.8652 -2.3992 -2.8878 -0.038 -0.012 0.045 0.0023
H 3.6119 -3.1213 -4.4664 0.009 0.001 0.000 -0.0001
H 5.0157 -1.4406 -5.6218 -0.013 -0.009 0.004 -0.0001
H 4.6416 0.9678 -5.2156 0.003 -0.009 0.004 0.0002
H 2.8860 1.7001 -3.6540 -0.014 0.007 -0.005 0.0003
H 2.8586 1.9686 -0.9064 -0.014 -0.051 0.003 0.0041
H 3.1349 4.3927 -0.6271 -0.004 -0.005 -0.001 -0.0003
H 1.4084 5.9485 -1.4830 0.006 -0.015 0.000 -0.0001
H -0.6017 5.0597 -2.6104 0.010 -0.010 0.003 0.0003
H -0.8918 2.6323 -2.8933 -0.014 -0.020 -0.008 0.0004
```
Positions in Å, forces in eV/Å.

Summary:
ΔE to the lowest compared entry with this formula, charge and spin = 0.00 kcal per mole
orbital gap (spin up / spin down) = 6.64 / 6.85 eV
spin multiplicity = 3
net charge = 0